A structure of composition C14H28F6KNO10S2 in a non-equilibrium geometry, computed with wB97M-V/def2-TZVPD.

HOMO level: -9.0 eV
Energy relative to the best compared isomer or geometry (same formula, charge and spin): 24.3 kcal/mol
Gap between HOMO and LUMO: 8.5 eV
Strongest force on any atom: 2.44 eV/Å
DFT total energy: -91234.3164 eV

Atoms and positions in Å:
K 0.202 -1.762 -2.357
C -0.973 4.780 -2.173
F -0.040 5.358 -1.410
F -2.161 4.982 -1.613
F -0.956 5.330 -3.378
S -0.600 2.967 -2.257
O 0.335 2.850 -3.341
O -0.160 2.585 -0.960
N -2.034 2.408 -2.802
S -2.577 1.318 -1.808
O -1.803 0.086 -1.854
O -2.930 1.779 -0.495
C -4.194 0.858 -2.523
F -4.937 1.931 -2.756
F -4.054 0.180 -3.664
F -4.832 0.095 -1.656
C 1.272 0.050 0.603
O 0.529 -0.078 1.808
C 1.073 0.669 2.858
C 0.325 0.445 4.134
O -1.035 0.766 4.005
C -1.658 1.055 5.223
C -3.117 0.715 5.154
O -3.793 1.359 4.113
C -4.355 2.590 4.485
H 1.853 -0.871 0.463
H 1.963 0.895 0.642
H 0.589 0.184 -0.234
H 1.150 1.736 2.605
H 2.113 0.342 3.051
H 0.777 1.057 4.928
H 0.442 -0.608 4.442
H -1.548 2.142 5.411
H -1.172 0.565 6.077
H -3.601 0.845 6.131
H -3.188 -0.362 4.947
H -3.632 3.216 5.023
H -5.213 2.448 5.156
H -4.652 3.090 3.568
C -0.073 -5.295 -1.573
O 0.866 -4.251 -1.483
C 2.207 -4.715 -1.552
C 3.177 -3.739 -0.937
O 2.994 -2.390 -1.253
C 3.936 -1.818 -2.142
C 3.646 -0.347 -2.351
O 2.390 -0.140 -2.937
C 2.364 0.790 -4.011
H 0.093 -6.055 -0.804
H -0.092 -5.758 -2.567
H -1.070 -4.883 -1.408
H 2.486 -4.972 -2.579
H 2.255 -5.607 -0.916
H 4.178 -4.079 -1.240
H 3.170 -3.859 0.150
H 3.988 -2.367 -3.092
H 4.939 -1.864 -1.690
H 4.439 0.123 -2.938
H 3.688 0.126 -1.359
H 2.446 1.809 -3.629
H 1.400 0.705 -4.504
H 3.168 0.591 -4.727